C2H6FNS | the ωB97M-V functional and the def2-TZVPD basis

Element x y z (Å)
C (0.404, -0.014, -0.188)
C (-0.892, -0.270, 0.528)
N (1.384, 1.279, 1.033)
F (1.776, 0.415, 2.105)
S (-1.721, -1.546, -0.563)
H (0.499, 0.655, -0.883)
H (1.120, -0.833, -0.164)
H (-0.720, -0.798, 1.488)
H (-1.517, 0.591, 0.798)
H (2.261, 1.437, 0.546)
H (-1.911, -0.752, -1.510)

Results
Largest force on an atom ... 0.1466 Eh/bohr
Calculated total energy ... -632.44206 Eh
Kohn-Sham gap ... 9.69 eV
HOMO level ... -9.1028 eV
Energy above the lowest of the compared OMol25 structures with the same formula, charge and spin ... 4.1523 eV